(a)
{"formula": "C6H10O2", "method": "ωB97M-V/def2-TZVPD", "homo_energy_ev": -9.33, "homo_lumo_gap_ha": 0.3743, "elements": ["C", "C", "C", "C", "C", "C", "H", "H", "H", "H", "H", "H", "H", "H", "H", "H", "O", "O"], "coordinates": [[1.03, 0.24, -0.60], [0.70, -1.13, 0.06], [0.02, -0.75, 1.37], [-1.57, 0.60, 0.04], [-0.46, 0.42, -1.19], [-0.35, -1.16, -1.10], [0.90, 1.90, 0.71], [1.55, 0.03, -1.55], [1.49, -1.89, -0.07], [0.57, -0.70, 2.28], [-0.91, -1.58, 1.38], [-2.43, -0.14, -0.17], [-2.06, 1.65, 0.18], [-0.69, 0.78, -2.31], [0.24, -1.42, -1.94], [-1.33, -1.85, -0.98], [1.68, 1.31, 0.14], [-0.88, 0.42, 1.23]]}

(b)
{"formula": "C6H10O2", "method": "ωB97M-V/def2-TZVPD", "smiles": "C=C(CO)[C@@H](C)C=O", "homo_energy_ev": -9.60, "homo_lumo_gap_ha": 0.3745, "elements": ["C", "C", "C", "O", "C", "C", "C", "O", "H", "H", "H", "H", "H", "H", "H", "H", "H", "H"], "coordinates": [[-0.47, 1.93, 0.52], [-0.21, 0.63, 0.33], [-0.70, -0.44, 1.38], [-2.02, -0.12, 1.79], [0.47, 0.09, -0.90], [1.92, -0.31, -0.66], [-0.41, -1.08, -1.39], [-0.11, -2.26, -1.27], [-0.18, 2.68, -0.20], [-0.97, 2.27, 1.43], [-0.68, -1.49, 1.11], [-0.04, -0.35, 2.25], [-2.62, -0.38, 1.06], [0.44, 0.84, -1.70], [2.40, 0.32, 0.10], [2.03, -1.35, -0.35], [2.49, -0.20, -1.59], [-1.33, -0.77, -1.91]]}

Which one sits at the bottom of the stability order? (a) does.

(a)
{"formula": "C6H10O2", "method": "ωB97M-V/def2-TZVPD", "homo_energy_ev": -9.13, "homo_lumo_gap_ha": 0.3637, "elements": ["C", "C", "C", "C", "C", "C", "H", "H", "H", "H", "H", "H", "H", "H", "H", "H", "O", "O"], "coordinates": [[0.16, 0.51, 0.03], [-1.25, 0.90, 0.47], [-1.99, -0.24, -0.22], [0.05, -0.94, 0.05], [1.43, -1.09, -0.25], [1.58, 0.30, 0.39], [1.27, 1.72, -1.25], [-1.25, 0.72, 1.60], [-1.62, 1.98, 0.34], [-2.71, -0.77, 0.46], [-2.55, 0.22, -1.15], [-0.06, -1.31, 1.14], [2.02, -1.91, 0.18], [1.71, -1.10, -1.39], [1.66, 0.20, 1.49], [2.23, 1.02, 0.01], [0.37, 1.07, -1.22], [-1.06, -1.28, -0.69]]}

(b)
{"formula": "C6H10O2", "method": "ωB97M-V/def2-TZVPD", "homo_energy_ev": -9.77, "homo_lumo_gap_ha": 0.3973, "elements": ["C", "C", "C", "C", "C", "C", "H", "H", "H", "H", "H", "H", "H", "H", "H", "H", "O", "O"], "coordinates": [[2.10, -0.27, 0.10], [1.13, 1.10, -0.41], [-0.35, 0.94, 0.37], [-1.88, 0.26, -0.11], [-1.48, -1.22, -0.03], [0.12, -0.92, 0.06], [2.08, -0.07, 1.24], [3.19, -0.08, -0.39], [1.02, 1.10, -1.53], [1.59, 1.97, 0.04], [-0.68, 1.78, 0.96], [-2.31, 0.36, -1.21], [-2.75, 0.54, 0.60], [-1.52, -1.96, -1.08], [-1.96, -1.71, 0.74], [0.21, -0.22, -0.68], [1.42, -1.54, 0.08], [0.06, -0.06, 1.26]]}

(c)
{"formula": "C6H10O2", "method": "ωB97M-V/def2-TZVPD", "smiles": "CC(C)=C(C=O)CO", "homo_energy_ev": -9.31, "homo_lumo_gap_ha": 0.3521, "elements": ["C", "C", "C", "C", "C", "O", "C", "O", "H", "H", "H", "H", "H", "H", "H", "H", "H", "H"], "coordinates": [[-1.21, 0.98, -1.36], [-0.40, 0.00, -0.51], [-0.09, -1.22, -1.31], [0.05, 0.36, 0.74], [-0.23, 1.62, 1.43], [-1.17, 2.36, 1.26], [0.94, -0.57, 1.50], [1.94, -1.02, 0.54], [-2.12, 0.42, -1.72], [-1.56, 1.89, -0.92], [-0.66, 1.20, -2.32], [0.56, -1.97, -0.86], [0.27, -0.99, -2.37], [-1.09, -1.73, -1.54], [0.51, 1.89, 2.21], [1.41, -0.05, 2.35], [0.42, -1.47, 1.91], [2.43, -1.70, 0.97]]}

Which one sits at the bottom of the stability order? (b) does.

(a)
{"formula": "C6H10O2", "method": "ωB97M-V/def2-TZVPD", "homo_energy_ev": -9.88, "homo_lumo_gap_ha": 0.3814, "elements": ["C", "C", "C", "C", "C", "C", "H", "H", "H", "H", "H", "H", "H", "H", "H", "H", "O", "O"], "coordinates": [[-2.04, -0.34, -0.79], [-0.68, -0.92, -0.18], [-0.12, -0.72, 1.19], [0.46, 0.08, 0.14], [0.28, 1.61, 0.27], [1.79, -0.43, -0.22], [-2.93, 0.21, -0.10], [-1.69, 0.63, -1.75], [-2.55, -1.44, -1.35], [-0.56, -1.83, -0.75], [-0.81, 0.04, 1.77], [0.19, -1.72, 1.61], [-0.31, 2.17, -0.75], [-0.57, 1.47, 1.33], [1.30, 2.22, 0.68], [3.61, 0.24, -0.38], [2.62, 0.46, -0.64], [1.98, -1.73, -0.07]]}

(b)
{"formula": "C6H10O2", "method": "ωB97M-V/def2-TZVPD", "homo_energy_ev": -7.71, "homo_lumo_gap_ha": 0.2851, "elements": ["C", "C", "C", "C", "O", "H", "H", "H", "H", "H", "H", "C", "C", "O", "H", "H", "H", "H"], "coordinates": [[1.73, -0.57, 0.37], [0.59, -0.32, -0.58], [-0.98, -0.96, 0.21], [0.48, -0.83, -1.84], [-0.86, -1.47, 1.29], [-1.65, -1.30, -0.59], [2.59, 0.04, 0.12], [1.44, -0.39, 1.40], [2.01, -1.62, 0.30], [-0.31, -0.51, -2.51], [1.16, -1.61, -2.16], [-0.97, 1.52, 1.21], [-0.97, 0.92, -0.17], [-1.68, 1.14, -1.13], [0.37, 0.94, -0.52], [-1.95, 1.36, 1.65], [-0.79, 2.59, 1.13], [-0.22, 1.06, 1.84]]}

Which one sits at the bottom of the stability order? (a) does.

(a)
{"formula": "C3H6NS", "method": "ωB97M-V/def2-TZVPD", "total_charge": 1, "homo_energy_ev": -13.87, "homo_lumo_gap_ha": 0.3235, "elements": ["C", "C", "C", "N", "S", "H", "H", "H", "H", "H", "H"], "coordinates": [[1.62, -0.09, -0.13], [-1.26, -0.60, 0.45], [2.33, 0.93, 0.10], [-2.06, -0.21, -0.51], [0.66, -1.35, -0.25], [-0.73, 0.25, 1.02], [-1.39, -1.44, 0.99], [2.90, 0.92, 0.98], [2.57, 1.78, -0.62], [-2.77, -0.78, -1.06], [-1.87, 0.60, -0.97]]}

(b)
{"formula": "C3H6NS", "method": "ωB97M-V/def2-TZVPD", "total_charge": 1, "homo_energy_ev": -13.37, "homo_lumo_gap_ha": 0.3092, "elements": ["C", "C", "C", "N", "S", "H", "H", "H", "H", "H", "H"], "coordinates": [[0.62, 1.47, 0.74], [-0.34, -0.56, -0.79], [0.40, 1.32, 1.97], [-0.24, -1.70, -1.46], [0.69, 1.69, -0.86], [-0.87, 0.24, -1.31], [-0.27, -0.64, 0.34], [0.95, 0.90, 2.66], [-0.64, 1.69, 2.18], [-0.02, -2.64, -1.02], [-0.27, -1.75, -2.46]]}

Which one sits at the bottom of the stability order? (b) does.